[1]
The following is a quantum chemistry calculation of C45H57N4O6S2SiTi as an isolated structure, from OMol25.

The energy above the lowest of the compared OMol25 structures with the same formula, charge and spin comes out at 14.0 kJ/mol. The HOMO energy comes out at -3.560 eV. As for the molar mass: 890.1 g/mol. The total charge is -1. The calculated total energy is -118511.316 eV. The frontier orbital gap is 5.7 eV.

XYZ file:
```
116
Properties=species:S:1:pos:R:3:forces:R:3:lowdin_charge:R:1
Ti 0.1609 -0.8053 0.2355 0.0 0.0 0.8 0.568
C -1.2546 -5.0867 -2.6079 0.0 0.0 0.0 -0.093
O -0.4081 -5.1007 -1.4403 0.0 0.0 0.0 -0.015
C 0.4300 -4.0453 -1.6188 0.0 0.1 0.2 -0.371
N 0.2709 -3.2893 -2.6116 -0.1 0.1 -0.1 0.206
C -1.0162 -3.6938 -3.2008 0.0 0.0 0.1 -0.254
C -1.0639 -3.5692 -4.6994 0.0 0.0 0.0 -0.166
C -0.4822 -2.4551 -5.3034 0.0 0.0 0.0 -0.014
C -0.5558 -2.2806 -6.6752 0.0 0.0 0.0 -0.078
C -1.2124 -3.2156 -7.4683 0.0 0.0 0.0 -0.108
C -1.7946 -4.3242 -6.8753 0.0 0.0 0.0 -0.101
C -1.7207 -4.4984 -5.4973 0.0 0.0 0.0 -0.048
C 1.5194 -3.9157 -0.6205 0.0 -0.1 -0.1 -0.157
C 2.2947 -5.0346 -0.3180 0.0 0.0 0.0 0.020
C 3.4133 -4.8791 0.4719 0.0 0.0 0.0 -0.035
C 3.7198 -3.6157 0.9571 0.1 0.0 0.1 0.016
C 2.8471 -2.5882 0.6698 -0.1 0.0 -0.1 -0.218
N 1.7617 -2.7187 -0.1017 0.0 0.1 -0.1 0.142
C 3.0166 -1.2373 1.2227 -0.1 0.0 0.0 -0.371
N 2.2326 -0.2797 0.9448 0.0 0.0 0.1 0.076
C 2.7143 0.9179 1.6649 0.0 0.0 -0.1 -0.188
C 3.8011 0.3255 2.5818 0.0 0.0 0.0 -0.044
O 4.0194 -1.0163 2.0751 0.1 0.1 0.0 0.033
C 3.1745 1.9793 0.6781 0.0 0.0 0.0 -0.153
C 4.2756 2.7946 0.9111 0.0 0.0 0.0 -0.057
C 4.6503 3.7608 -0.0163 0.0 0.0 0.0 -0.104
C 3.9254 3.9219 -1.1870 0.0 0.0 0.0 -0.097
C 2.8095 3.1258 -1.4160 0.0 0.0 0.0 -0.057
C 2.4312 2.1734 -0.4843 0.0 0.0 0.0 -0.015
H -2.2787 -5.2673 -2.2901 0.0 0.0 0.0 0.129
H -0.9194 -5.8854 -3.2774 0.0 0.0 0.0 0.121
H -1.7451 -2.9989 -2.7652 0.0 0.0 0.0 0.131
H 0.0353 -1.7297 -4.6883 0.0 0.0 0.0 0.099
H -0.0955 -1.4076 -7.1220 0.0 0.0 0.0 0.100
H -1.2704 -3.0790 -8.5413 0.0 0.0 0.0 0.093
H -2.3103 -5.0587 -7.4825 0.0 0.0 0.0 0.094
H -2.1902 -5.3674 -5.0503 0.0 0.0 0.0 0.102
H 2.0107 -5.9936 -0.7286 0.0 0.0 0.0 0.121
H 4.0457 -5.7256 0.7050 0.0 0.0 0.0 0.108
H 4.5828 -3.4293 1.5796 0.0 0.0 0.0 0.120
H 1.8880 1.3149 2.2556 0.0 0.0 0.0 0.139
H 3.4657 0.2346 3.6139 0.0 0.0 0.0 0.134
H 4.7536 0.8436 2.5405 0.0 0.0 0.0 0.108
H 4.8507 2.7067 1.8249 0.0 0.0 0.0 0.099
H 5.5113 4.3877 0.1817 0.0 0.0 0.0 0.095
H 4.2264 4.6648 -1.9158 0.0 0.0 0.0 0.096
H 2.2290 3.2323 -2.3253 0.0 0.0 0.0 0.105
H 1.5507 1.5685 -0.6546 0.0 0.0 0.0 0.084
C -2.4926 -4.7102 1.1734 0.0 0.1 0.0 -0.147
C -1.5629 -3.5292 1.3233 0.0 0.1 0.0 -0.748
S -1.7237 -2.2825 0.0727 0.1 -0.2 -0.1 0.635
C -0.6781 -3.4532 2.3326 -0.1 0.0 0.0 -0.770
C -0.5841 -4.5727 3.3473 0.0 0.0 0.0 -0.143
S 0.3837 -2.0758 2.5552 0.0 -0.1 0.0 0.644
H -3.2771 -4.4827 0.4513 0.0 0.0 0.0 0.049
H -2.9716 -4.9632 2.1241 0.0 0.0 0.0 0.065
H -1.9596 -5.5994 0.8184 0.0 0.0 0.0 0.068
H -0.3975 -5.5355 2.8593 0.0 0.0 0.0 0.069
H -1.5103 -4.6775 3.9226 0.0 0.0 0.0 0.068
H 0.2276 -4.3801 4.0466 0.0 0.0 0.0 0.044
C -3.7823 1.0571 0.1946 0.0 0.0 0.0 -0.032
C -3.0863 2.4131 0.1825 0.0 0.0 0.0 -0.630
C -2.1116 2.4852 -0.9899 0.0 0.0 0.1 -0.032
C -4.1104 3.5382 0.0945 0.0 0.0 0.0 -0.035
O -2.4141 2.5992 1.4376 0.0 0.0 0.0 -0.097
Si -0.9182 2.0750 1.8903 0.0 -0.1 0.2 0.029
O -0.4534 0.7622 1.1279 0.1 -0.1 -0.2 -0.332
O 0.2129 3.2416 1.6347 0.0 0.0 0.0 -0.091
C 0.2459 4.6217 1.9951 0.0 0.0 0.0 -0.633
C -0.2860 5.4409 0.8237 0.0 0.0 0.0 -0.024
C 1.7113 4.9576 2.2371 0.0 0.0 0.0 -0.024
C -0.5740 4.9023 3.2522 0.0 0.0 0.0 -0.035
O -0.9425 1.9057 3.5246 0.0 0.0 -0.1 -0.101
C -1.8177 1.1425 4.3616 0.0 0.0 0.0 -0.634
C -2.5012 0.0103 3.6017 0.0 0.0 0.0 -0.030
C -2.8539 2.1084 4.9287 0.0 0.0 0.0 -0.032
C -0.9439 0.5650 5.4685 0.0 0.0 0.0 -0.033
H -4.2931 0.8847 -0.7565 0.0 0.0 0.0 0.090
H -4.5232 1.0179 0.9965 0.0 0.0 0.0 0.084
H -3.0576 0.2546 0.3428 0.0 0.0 0.0 0.035
H -2.6661 2.4262 -1.9302 0.0 0.0 0.0 0.089
H -1.4005 1.6592 -0.9503 0.0 0.0 0.0 0.053
H -1.5529 3.4220 -0.9752 0.0 0.1 0.0 0.082
H -4.7096 3.4410 -0.8137 0.0 0.0 0.0 0.083
H -3.6096 4.5088 0.0805 0.0 0.0 0.0 0.074
H -4.7742 3.5046 0.9607 0.0 0.0 0.0 0.083
H 0.2588 5.1771 -0.0854 0.0 0.0 0.0 0.086
H -0.1625 6.5102 1.0136 0.0 0.0 0.0 0.084
H -1.3461 5.2345 0.6716 0.0 0.0 0.0 0.069
H 2.2948 4.7464 1.3402 0.0 0.0 0.0 0.069
H 2.1029 4.3460 3.0534 0.0 0.0 0.0 0.090
H 1.8282 6.0120 2.4993 0.0 0.0 0.0 0.084
H -1.6217 4.6386 3.0949 0.0 0.0 0.0 0.081
H -0.5147 5.9648 3.5006 0.0 0.0 0.0 0.086
H -0.1983 4.3151 4.0909 0.0 0.0 0.0 0.084
H -3.1922 0.4068 2.8576 0.0 0.0 0.0 0.069
H -3.0668 -0.6085 4.3031 0.0 0.0 0.0 0.093
H -1.7610 -0.6223 3.1069 -0.1 0.0 0.0 0.030
H -3.4315 2.5458 4.1115 0.0 0.0 0.0 0.081
H -2.3588 2.9142 5.4757 0.0 0.0 0.0 0.081
H -3.5366 1.5885 5.6050 0.0 0.0 0.0 0.081
H -0.2320 -0.1417 5.0377 0.0 0.0 0.0 0.064
H -1.5538 0.0397 6.2079 0.0 0.0 0.0 0.083
H -0.3975 1.3693 5.9671 0.0 0.0 0.0 0.080
N 0.3433 -0.3134 -1.3935 0.0 0.4 -0.4 -0.122
C 0.8348 0.1039 -2.5960 -0.1 -0.2 -0.1 -0.398
C 0.1013 0.9491 -3.4477 -0.1 0.0 0.0 -0.050
C 0.6294 1.3841 -4.6540 0.0 0.0 0.0 -0.120
C 1.9025 0.9973 -5.0570 0.0 0.0 0.0 -0.136
C 2.6405 0.1593 -4.2250 0.0 0.0 0.0 -0.110
C 2.1201 -0.2818 -3.0221 0.0 0.0 0.0 -0.053
H -0.8930 1.2486 -3.1429 0.0 0.0 0.0 0.087
H 0.0370 2.0336 -5.2896 0.0 0.0 0.0 0.092
H 2.3121 1.3398 -5.9993 0.0 0.0 0.0 0.083
H 3.6340 -0.1562 -4.5237 0.0 0.0 0.0 0.093
H 2.6859 -0.9440 -2.3780 0.0 0.0 0.0 0.100
```
Positions in Å, forces in eV/Å.


[2]
The following is a quantum chemistry calculation of a 9-piece molecular cluster, C45H57N5O22 overall in a non-equilibrium geometry, from OMol25.

The SMILES is O=[N+]([O-])c1ccccc1.O=[N+]([O-])c1ccccc1.O=[N+]([O-])c1ccccc1.O=[N+]([O-])c1ccccc1.O=[N+]([O-])c1ccccc1.COC(=O)OC.COC(=O)OC.COC(=O)OC.COCCOCCOC. The HOMO energy comes out at -9.175 eV. As for the molar mass: 1020.0 g/mol. The calculated total energy is -100066.565 eV. The frontier orbital gap is 8.3 eV.

XYZ file:
```
129
Properties=species:S:1:pos:R:3:forces:R:3:lowdin_charge:R:1
O -3.1256 -4.6568 1.9879 1.1 0.8 -0.1 0.034
N -2.1335 -3.9102 2.0576 -1.1 -1.9 -1.7 -0.320
O -1.9996 -3.0681 2.8991 0.4 0.5 0.2 0.078
C -1.0474 -4.1471 0.9872 -0.4 -0.2 0.6 -0.099
C 0.1317 -3.5252 1.3157 1.4 0.9 0.1 -0.017
C 1.2856 -3.7592 0.5407 -1.3 -0.8 -1.3 -0.040
C 1.1398 -4.6055 -0.5562 -0.1 -0.6 -0.5 -0.068
C -0.0954 -5.2075 -0.9048 0.5 0.0 0.8 -0.047
C -1.2328 -5.0285 -0.1227 0.6 1.5 1.7 0.016
H 0.1607 -2.8164 2.1588 -0.1 -0.8 -0.5 0.092
H 2.2658 -3.3371 0.5937 0.2 0.6 1.0 0.099
H 2.0179 -4.8768 -1.1920 -0.8 0.4 0.7 0.096
H -0.0341 -5.9081 -1.7187 -0.5 -0.1 -0.3 0.108
H -2.2173 -5.4588 -0.2464 0.6 -0.1 -0.3 0.074
O 3.0914 5.6122 -2.5654 -0.5 -0.1 -2.2 0.104
N 3.0878 5.1487 -1.4743 -0.5 -1.4 2.2 -0.335
O 2.6464 4.0316 -1.1266 0.6 1.6 -0.9 0.043
C 3.6930 6.0020 -0.4477 -1.2 -1.7 0.3 -0.154
C 4.4568 7.0444 -0.8617 0.4 -0.7 -1.4 -0.026
C 5.2072 7.6373 0.0755 1.3 3.4 2.5 -0.074
C 4.9864 7.3928 1.4402 0.5 -0.8 0.1 -0.050
C 4.1687 6.3307 1.8073 -0.2 1.4 1.4 -0.078
C 3.4856 5.6392 0.8655 -0.3 -1.1 -0.7 -0.013
H 4.5650 7.2654 -1.9050 -0.1 0.1 -0.2 0.126
H 5.8521 8.5205 -0.1442 -0.5 -1.0 -0.2 0.127
H 5.4714 7.9339 2.2606 0.0 0.0 -0.7 0.114
H 3.9245 6.1717 2.8528 0.3 -0.2 0.0 0.115
H 2.8389 4.8032 1.1324 0.1 0.2 -0.2 0.115
O -3.1552 2.3420 0.8501 0.4 0.0 0.2 0.057
N -3.2513 1.2771 1.4505 -1.2 1.4 -1.5 -0.356
O -2.6330 0.9739 2.4130 1.3 -0.4 1.7 0.105
C -4.2395 0.3367 0.9387 1.5 -1.3 2.4 -0.163
C -4.3356 -0.8946 1.6573 -0.6 0.8 -2.1 0.025
C -5.1515 -1.8254 1.0338 0.3 -1.4 1.8 -0.085
C -5.9183 -1.5251 -0.0790 -0.5 0.0 -1.1 -0.071
C -5.7651 -0.2922 -0.7344 0.5 -0.6 1.8 -0.046
C -4.8663 0.6621 -0.2004 -1.9 -0.1 -2.6 -0.012
H -3.7819 -1.1359 2.5526 0.1 0.3 -0.1 0.106
H -5.1717 -2.8401 1.5194 -0.3 1.1 -0.7 0.119
H -6.6340 -2.2992 -0.4486 0.7 0.8 0.2 0.123
H -6.3778 -0.0713 -1.5670 -0.3 0.3 -0.8 0.090
H -4.7288 1.6181 -0.7498 0.1 -0.8 0.8 0.139
O 5.8310 0.4263 4.2108 1.5 0.8 0.2 0.092
N 4.9306 -0.3508 4.2446 -1.2 -1.5 0.8 -0.349
O 4.9146 -1.3918 4.9208 -0.2 1.3 -1.0 0.058
C 3.7516 0.0111 3.4156 0.6 -0.8 -0.1 -0.143
C 3.9304 1.0022 2.4583 -1.6 -0.1 -1.2 0.004
C 2.8776 1.2756 1.5679 -0.8 -0.9 1.5 -0.007
C 1.6561 0.5622 1.7803 1.6 1.4 -1.5 -0.054
C 1.5970 -0.4771 2.6350 -0.6 -1.3 1.2 -0.086
C 2.6456 -0.8038 3.4826 0.3 1.3 -0.9 -0.009
H 4.8573 1.4742 2.2817 0.9 0.4 0.3 0.104
H 2.9771 1.9930 0.7625 0.0 0.1 0.1 0.095
H 0.7853 0.7419 1.1944 -0.3 0.4 -0.6 0.094
H 0.6784 -1.0537 2.6476 0.1 0.1 0.3 0.099
H 2.6481 -1.6120 4.1477 -0.1 -1.0 0.8 0.109
O 2.8742 -4.2801 -3.6420 0.8 0.2 1.4 0.053
N 3.5618 -3.5809 -2.8790 -0.1 -1.1 -1.9 -0.344
O 4.2725 -3.9821 -1.9797 -0.5 -0.3 0.0 0.076
C 3.5626 -2.1802 -3.1854 -0.3 1.1 0.4 -0.178
C 4.1403 -1.3259 -2.2667 0.0 -0.6 0.6 -0.009
C 3.9509 0.0298 -2.3880 0.8 1.5 0.8 -0.063
C 3.2528 0.5812 -3.4639 -0.1 -2.5 -0.5 -0.042
C 2.6949 -0.3182 -4.3904 0.1 0.2 -1.6 -0.056
C 2.8580 -1.6980 -4.2671 -0.6 0.3 -0.1 -0.009
H 4.6778 -1.7903 -1.4348 -0.2 0.5 -0.3 0.127
H 4.4202 0.6787 -1.6081 -0.5 -0.5 -0.9 0.121
H 3.1733 1.6044 -3.6764 -0.1 1.3 0.2 0.092
H 2.2205 0.0134 -5.3657 0.4 -0.1 1.6 0.132
H 2.3802 -2.3813 -4.9646 0.2 0.2 0.1 0.114
C -3.1136 0.4974 -7.2579 2.1 -0.3 -0.9 -0.027
O -3.0517 -0.9499 -7.0352 1.3 0.4 -0.7 -0.010
C -1.9353 -1.5442 -7.5671 0.0 3.0 -1.1 -0.570
O -1.0316 -0.9348 -8.1557 -1.9 -1.4 1.6 0.087
O -2.0411 -2.8483 -7.4055 0.3 0.2 0.7 0.023
C -0.7737 -3.4559 -7.4699 1.6 -1.7 0.6 -0.064
H -2.2841 1.0570 -6.7746 -0.5 -0.7 0.1 0.106
H -4.0417 0.8201 -6.9051 -1.4 0.3 0.7 0.065
H -3.0168 0.7542 -8.3252 -0.2 -0.5 0.3 0.098
H -0.9095 -4.5428 -7.4711 -0.3 0.3 0.0 0.099
H -0.0729 -3.2520 -6.6129 -1.1 0.3 -0.5 0.110
H -0.2329 -3.1833 -8.3554 0.0 0.2 -0.5 0.084
C -4.4550 -7.4300 0.4069 2.3 -0.4 -1.1 -0.019
O -5.1514 -6.5201 -0.4491 -0.3 -0.3 0.3 0.023
C -4.4036 -6.0933 -1.4359 -2.3 2.0 -1.8 -0.590
O -3.2596 -6.3103 -1.6934 0.4 -0.7 0.2 0.091
O -5.2076 -5.2497 -2.2258 0.9 -0.9 1.1 -0.025
C -4.3822 -4.6023 -3.1875 1.8 -0.4 0.2 -0.066
H -3.8827 -8.1264 -0.2908 -0.7 0.6 1.2 0.123
H -5.1352 -7.9702 1.0327 -0.5 0.0 0.2 0.089
H -3.7052 -6.8469 0.9815 -0.6 -0.5 -0.1 0.084
H -4.8975 -3.8884 -3.8192 -0.6 -0.5 0.0 0.093
H -3.8085 -5.3980 -3.7169 -0.6 0.9 -0.2 0.105
H -3.6168 -4.0361 -2.6350 -0.1 0.0 -0.2 0.087
C -1.1834 -0.9750 -2.3084 -1.6 -0.4 -1.3 -0.068
O -0.5462 -0.0412 -1.4759 0.6 0.5 0.5 -0.008
C -0.6442 1.2229 -1.9458 0.0 -0.6 -0.3 -0.598
O -1.2112 1.4954 -2.9797 0.3 0.2 0.7 0.111
O -0.0374 2.0674 -1.1013 -0.8 -0.2 0.0 -0.005
C -0.5824 3.3958 -1.2748 0.9 0.6 -1.1 -0.027
H -1.0608 -2.0070 -2.0231 0.4 -0.1 1.2 0.074
H -0.7462 -0.9821 -3.3148 -0.4 0.5 0.0 0.095
H -2.2979 -0.7702 -2.3184 1.3 -0.2 -0.3 0.117
H -0.4525 4.0086 -0.3842 0.4 -0.5 0.0 0.080
H -1.6235 3.2927 -1.4888 -0.7 0.1 0.0 0.076
H -0.1028 3.8461 -2.1780 -0.3 -0.1 0.9 0.109
C -0.2205 5.4903 2.2747 1.4 -0.6 -2.6 -0.075
O 0.3173 4.1689 2.1380 -0.6 0.3 0.5 -0.202
C -0.2262 3.2386 3.0387 -1.0 -1.3 1.2 -0.203
C 0.6895 2.9507 4.2687 -0.8 0.2 -1.5 -0.193
O 0.1121 1.8577 4.9439 -0.9 1.0 -0.3 -0.143
C 0.9659 1.0260 5.6904 -0.1 0.8 0.5 -0.177
C 0.4545 0.8686 7.1447 0.5 -0.4 -0.2 -0.159
O 1.0174 1.8720 8.0429 -0.7 -0.9 -1.5 -0.193
C 0.2052 3.0283 8.0211 -0.5 0.8 0.1 -0.132
H -0.7285 5.6301 3.1638 -0.7 0.3 2.1 0.058
H -0.9434 5.7093 1.4625 0.4 -0.1 0.2 0.094
H 0.6718 6.1082 2.1700 -0.4 0.6 0.1 0.082
H -0.3995 2.2796 2.4961 0.2 0.7 0.5 0.100
H -1.2394 3.5050 3.4873 1.0 0.1 -0.9 0.144
H 0.9365 3.8583 4.8076 -1.0 0.5 1.1 0.121
H 1.6704 2.7887 3.9131 1.3 -1.3 -0.8 0.090
H 1.9017 1.5813 5.6732 0.7 -0.8 0.5 0.128
H 1.0318 0.0754 5.1483 0.1 0.0 0.5 0.103
H 0.8041 -0.1322 7.5023 -0.4 0.9 0.0 0.128
H -0.6818 0.9013 7.0974 1.3 -0.1 0.4 0.142
H 0.8232 3.9770 8.0541 -0.7 -1.2 0.1 0.105
H -0.4656 2.9367 8.8786 0.1 0.6 0.3 0.080
H -0.4991 3.0587 7.1600 0.8 0.1 0.2 0.082
```
Positions in Å, forces in eV/Å.


Number 1 is which compound? C45H57N4O6S2SiTi


Which value of calculated total energy does entry 2 give? -100066.565 eV